C3H2O4S | ωB97M-V with the def2-TZVPD basis set

The value obtained for the calculated total energy is -22168.2105 eV. The value obtained for the largest force on an atom is 0.02837 hartree/bohr. As for the gap between HOMO and LUMO: 0.2891 Ha. The structure (SMILES) is O=C(O)C(=S)C(=O)O. The calculation puts the energy relative to the best compared isomer or geometry (same formula, charge and spin) at 12.8 kJ/mol.

Structure (ORCA input):
```
! RIJCOSX wB97M-V def2-TZVPD def2/J DEFGRID3
* xyz 0 1
C 1.45217 -0.05103 0.02905
C -0.03485 0.30039 -0.03881
C -1.07656 -0.82774 -0.03431
H 1.05267 -1.89918 0.07792
H -2.43193 0.47130 0.05954
O 1.84650 -1.34504 0.07419
O 2.27688 0.80595 0.00568
O -2.36159 -0.49210 0.14328
O -0.69045 -1.97363 -0.14387
S -0.57725 1.80854 -0.03171
*
```

C3H2O4Sr | ωB97M-V with the def2-TZVPD basis set

The value obtained for the calculated total energy is -12169.4667 eV. The value obtained for the largest force on an atom is 0.06515 hartree/bohr. As for the gap between HOMO and LUMO: 0.2511 Ha.

Structure (ORCA input):
```
! RIJCOSX wB97M-V def2-TZVPD def2/J DEFGRID3
* xyz 0 1
H -1.07609 -2.48866 0.31055
C -2.18093 -0.64418 0.19922
C -1.12104 -1.45059 -0.03217
O 0.01772 -0.80145 -0.54217
C 1.11517 -0.50409 0.32075
O 1.68329 -1.38754 0.91502
O 1.31487 0.75230 0.28495
Sr -0.39328 1.55941 -0.65955
O -2.15991 0.65926 -0.01584
H -3.13920 -1.10357 0.47513
*
```

C3H2OS | ωB97M-V with the def2-TZVPD basis set

The value obtained for the calculated total energy is -16019.5930 eV. The value obtained for the largest force on an atom is 0.06843 hartree/bohr. As for the gap between HOMO and LUMO (spin up / spin down): 0.2436 / 0.2434 Ha. The structure (SMILES) is C1=CC=1.O=S. The calculation puts the energy relative to the best compared isomer or geometry (same formula, charge and spin) at 455.8 kJ/mol.

Structure (ORCA input):
```
! RIJCOSX wB97M-V def2-TZVPD def2/J DEFGRID3
* xyz 0 1
C 0.74353 0.42735 0.99176
C -0.03457 -0.67755 0.84325
C 1.33312 -0.85870 0.93104
O -1.05535 0.07717 -1.59489
S -0.63940 0.60291 -2.94151
H 0.75033 1.46923 1.03005
H -1.09766 -1.04042 0.74030
*
```

C3H2S | ωB97M-V with the def2-TZVPD basis set

The value obtained for the calculated total energy is -13972.9139 eV. The value obtained for the largest force on an atom is 0.09022 hartree/bohr. As for the gap between HOMO and LUMO (spin up / spin down): 0.2555 / 0.3083 Ha. The calculation puts the energy relative to the best compared isomer or geometry (same formula, charge and spin) at 277.1 kJ/mol.

Structure (ORCA input):
```
! RIJCOSX wB97M-V def2-TZVPD def2/J DEFGRID3
* xyz 0 1
C 1.36992 0.15585 -0.21558
C 0.26248 -0.17489 0.33499
C -1.11009 0.15129 0.17239
S -2.40071 -0.31993 -0.58060
H 1.70708 1.19143 -0.65588
H 0.17132 -1.00375 0.94468
*
```

C3H30O12 | ωB97M-V with the def2-TZVPD basis set

The value obtained for the calculated total energy is -28168.9726 eV. The value obtained for the largest force on an atom is 0.01555 hartree/bohr. As for the gap between HOMO and LUMO: 0.3616 Ha. The structure (SMILES) is CC(C)O.O.O.O.O.O.O.O.O.O.O.O. The calculation puts the energy relative to the best compared isomer or geometry (same formula, charge and spin) at 0.0 kJ/mol.

Structure (ORCA input):
```
! RIJCOSX wB97M-V def2-TZVPD def2/J DEFGRID3
* xyz 0 1
O 2.60960 -2.79256 -1.42216
H 3.17441 -2.43170 -0.70924
H 2.45265 -2.05667 -2.02744
O 2.42322 1.30908 -2.60017
H 1.45768 1.29647 -2.47878
H 2.56813 1.98392 -3.27289
O 4.45789 0.50165 -0.94963
H 3.72109 0.71251 -1.56667
H 5.08687 1.22562 -1.03574
O 0.64953 2.56295 1.93925
H 0.92599 1.72631 1.52964
H 0.22402 2.29198 2.75936
O -0.06069 2.73443 -2.14612
H -0.84194 2.16746 -2.08266
H -0.22361 3.29280 -2.91751
O -0.95356 -0.44932 -1.64771
H -1.81776 -0.64591 -2.02364
H -0.69458 -1.30252 -1.22061
O 1.50560 4.26041 -0.09430
H 1.86178 3.70955 0.61144
H 0.92053 3.66705 -0.58304
O -0.04455 -2.75396 -0.25598
H 0.90495 -2.83355 -0.50665
H -0.26054 -3.63748 0.05931
O 1.27502 0.56942 0.03695
H 0.43380 0.15581 -0.21301
H 1.64865 0.81346 -0.82538
O 3.71835 -0.91283 1.29485
H 2.75821 -0.80674 1.26033
H 4.05805 -0.29714 0.60689
O -0.31974 -0.44102 3.17934
H -0.78015 -0.47847 2.31750
H -1.00584 -0.18466 3.80329
C -4.10846 -0.84942 -0.15538
C -3.49139 -0.70986 1.23126
C -3.30004 -2.03397 1.94794
O -2.21754 -0.08064 1.14782
H -4.26672 0.15074 -0.58021
H -5.06602 -1.36291 -0.16867
H -3.40093 -1.35675 -0.81436
H -4.13969 -0.06025 1.82942
H -2.41704 -2.54561 1.55961
H -4.12749 -2.73257 1.83830
H -3.14812 -1.81375 3.00509
H -2.14960 0.43868 0.34037
*
```

C3H30O12 | ωB97M-V with the def2-TZVPD basis set

The value obtained for the calculated total energy is -28164.8225 eV. The value obtained for the largest force on an atom is 0.14086 hartree/bohr. As for the gap between HOMO and LUMO: 0.3544 Ha. The structure (SMILES) is CC(C)O.O.O.O.O.O.O.O.O.O.O.O. The calculation puts the energy relative to the best compared isomer or geometry (same formula, charge and spin) at 400.4 kJ/mol.

Structure (ORCA input):
```
! RIJCOSX wB97M-V def2-TZVPD def2/J DEFGRID3
* xyz 0 1
C -2.95106 -0.81566 -0.19548
C -2.19398 -1.87544 -0.99836
C -1.13271 -2.59995 -0.25240
O -1.31077 -1.13256 -2.00456
H -2.68363 -0.81486 0.85932
H -4.03444 -0.82755 -0.32916
H -2.69338 0.20998 -0.63274
H -2.89035 -2.57318 -1.52943
H -1.37778 -3.48248 0.36542
H -0.63182 -1.98570 0.55560
H -0.29803 -2.99661 -0.82886
H -0.92652 -0.44884 -1.54846
H 1.08258 -1.15106 -1.50451
H 2.17705 -1.42215 -0.39195
O 1.78754 -0.75863 -0.94447
H 2.99636 -3.50950 1.47947
H 2.14340 -2.32762 1.52884
O 2.20245 -3.23876 0.98981
H -0.33978 0.28393 1.38812
H -0.50985 0.74538 2.83564
O -0.84172 0.10424 2.15005
H -2.60801 0.50752 2.38274
H -2.71170 1.69199 1.37228
O -3.13780 1.21629 1.98505
H -0.07403 3.50620 2.21486
H 1.15823 2.81236 2.38259
O 0.65570 3.41124 2.90242
H -0.88884 0.48175 -3.46434
H -0.76524 1.84321 -4.13118
O -0.94496 1.47972 -3.15772
H 2.84480 -0.63885 3.17121
H 3.90017 -1.53301 2.76149
O 3.07677 -1.23494 2.54888
H 2.58091 -0.99759 -3.77469
H 1.24063 -1.46808 -3.72438
O 1.84775 -1.12014 -4.29271
H 1.60882 1.44114 0.79306
H 2.88103 1.03450 1.26682
O 2.21307 1.69797 1.55399
H 1.16728 1.18622 -1.74330
H 1.57431 2.27001 -0.80395
O 0.83766 1.64479 -0.91836
H -1.92573 3.14912 0.13423
H -1.51146 1.97732 -0.57627
O -1.73800 2.27861 0.20874
*
```